38
Properties=species:S:1:pos:R:3 method="wB97M-V/def2-TZVPD" fmax_ev_per_a=5.0 e_above_lowest_kcal_mol=433.0 homo_energy_ev=-0.94 e_tot_ha=-1217.73008 charge=-2 homo_lumo_gap_ev=2.294
Y -8.0186 -25.2942 -15.3549
O -5.9637 -23.6181 -18.9705
C -4.8130 -24.3661 -19.4445
C -3.8135 -24.8651 -18.3345
O -4.2953 -25.4073 -17.0666
H -4.3656 -23.7054 -20.1871
H -5.2197 -25.2532 -19.9300
H -3.2841 -23.9413 -18.1008
H -3.0324 -25.4781 -18.7842
O -8.4391 -22.9471 -11.9225
C -8.4878 -23.4931 -10.5992
C -8.9531 -24.9559 -10.3194
O -8.4245 -25.8598 -11.2688
H -9.1256 -22.9177 -9.9281
H -7.4777 -23.4902 -10.1896
H -10.0341 -25.0956 -10.3178
H -8.7214 -25.3853 -9.3447
C -13.5671 -26.3621 -16.3002
O -12.9851 -27.5384 -15.6705
O -12.3953 -25.6200 -16.4090
C -14.3534 -26.7330 -17.6777
F -15.5460 -26.1571 -17.8913
F -13.6215 -26.4152 -18.7824
F -14.5937 -28.0409 -17.7075
C -13.8549 -28.4838 -15.0119
C -12.9939 -29.7625 -14.7878
H -13.6156 -30.5613 -14.3836
H -12.7038 -30.1292 -15.7725
H -12.0835 -29.6262 -14.2041
H -14.7276 -28.6834 -15.6335
H -14.1500 -28.2163 -13.9972
H -14.2489 -25.9561 -15.5529
C -9.2116 -29.0364 -19.5686
O -8.6354 -28.8797 -18.3137
H -10.2115 -29.4612 -19.6573
H -9.4176 -28.0670 -20.0224
H -8.4653 -29.4624 -20.2391
H -8.6053 -29.7609 -17.9339